[1]
This record from the Open Molecules 2025 dataset describes C6H13NO in the gas phase in a non-equilibrium geometry. The level of theory is wB97M-V/def2-TZVPD.

Calculated total energy = -366.22885 a.u.
HOMO-LUMO gap (spin up / spin down) = 7.5 / 7.8 eV
LUMO level (spin up / spin down) = 0.386 / 0.564 eV

Structure (XYZ):
```
21
Properties=species:S:1:pos:R:3:lowdin_charge:R:1
C -0.346 1.141 -1.435 0.16
C 2.210 -0.770 -0.481 -0.12
C 1.370 0.740 1.237 -0.13
C -2.565 -0.509 0.670 -0.09
N 1.096 -0.025 0.054 -0.19
C -0.434 -0.026 -0.619 -0.61
C -1.543 0.452 0.153 -0.08
O -0.544 -1.231 -1.319 0.03
H -0.666 -1.936 -0.673 0.11
H -0.180 1.015 -2.495 0.08
H -0.240 2.142 -1.051 0.08
H -1.513 1.420 0.631 0.09
H 1.918 -1.262 -1.407 0.07
H 2.532 -1.544 0.233 0.07
H 3.078 -0.127 -0.679 0.08
H 1.667 0.079 2.063 0.08
H 2.180 1.468 1.092 0.08
H 0.482 1.277 1.578 0.07
H -2.962 -1.146 -0.127 0.08
H -3.396 0.018 1.139 0.07
H -2.143 -1.175 1.437 0.09
```



[2]
This record from the Open Molecules 2025 dataset describes a gas-phase ion, C2H8N2 (charge +1) in a non-equilibrium geometry. The level of theory is wB97M-V/def2-TZVPD.

Calculated total energy = -190.13686 a.u.
HOMO-LUMO gap (spin up / spin down) = 9.9 / 4.9 eV
Multiplicity = 2
LUMO level (spin up / spin down) = -3.955 / -8.971 eV
Charge = +1

Structure (XYZ):
```
12
Properties=species:S:1:pos:R:3:lowdin_charge:R:1
N -0.233 0.968 -1.677 0.02
C 0.014 0.809 -0.214 -0.24
C 0.324 -0.609 0.248 -0.19
N 0.412 -0.963 1.669 0.29
H -0.792 1.758 -1.786 0.05
H -0.761 0.251 -2.185 0.09
H 0.909 1.344 -0.004 0.11
H -0.924 1.171 0.372 0.15
H 1.250 -1.029 -0.235 0.16
H -0.463 -1.280 -0.235 0.19
H 0.736 -1.909 1.941 0.17
H -0.471 -0.510 2.107 0.20
```



Number 1 is which compound? C6H13NO



Look up the calculated total energy of the first one. -366.22885 a.u.



Repeat the first record exactly.
This record from the Open Molecules 2025 dataset describes C6H13NO in the gas phase in a non-equilibrium geometry. The level of theory is wB97M-V/def2-TZVPD.

Calculated total energy = -366.22885 a.u.
HOMO-LUMO gap (spin up / spin down) = 7.5 / 7.8 eV
LUMO level (spin up / spin down) = 0.386 / 0.564 eV

Structure (XYZ):
```
21
Properties=species:S:1:pos:R:3:lowdin_charge:R:1
C -0.346 1.141 -1.435 0.16
C 2.210 -0.770 -0.481 -0.12
C 1.370 0.740 1.237 -0.13
C -2.565 -0.509 0.670 -0.09
N 1.096 -0.025 0.054 -0.19
C -0.434 -0.026 -0.619 -0.61
C -1.543 0.452 0.153 -0.08
O -0.544 -1.231 -1.319 0.03
H -0.666 -1.936 -0.673 0.11
H -0.180 1.015 -2.495 0.08
H -0.240 2.142 -1.051 0.08
H -1.513 1.420 0.631 0.09
H 1.918 -1.262 -1.407 0.07
H 2.532 -1.544 0.233 0.07
H 3.078 -0.127 -0.679 0.08
H 1.667 0.079 2.063 0.08
H 2.180 1.468 1.092 0.08
H 0.482 1.277 1.578 0.07
H -2.962 -1.146 -0.127 0.08
H -3.396 0.018 1.139 0.07
H -2.143 -1.175 1.437 0.09
```